No. 1
This record from the Open Molecules 2025 dataset describes C73H150Cl4N14 as an isolated structure. The level of theory is ωB97M-V/def2-TZVPD.

```
! wB97M-V def2-TZVPD RIJCOSX def2/J DEFGRID3
* xyz 0 1
C 2.32937 -6.18347 -2.25267
C 1.56025 -5.73988 -3.55550
N 1.55692 -4.25744 -3.67718
C 2.84294 -3.58716 -3.73275
C 3.77894 -4.18862 -4.79228
C 0.57458 -3.66046 -2.72982
C 0.49934 -2.09807 -2.84379
H 3.40457 -6.25742 -2.41568
H 2.07587 -7.15835 -1.83622
H 2.14151 -5.46499 -1.45480
H 2.11733 -6.21380 -4.36369
H 0.53489 -6.08014 -3.70022
H 2.60733 -2.61591 -4.16780
H 3.38005 -3.47458 -2.79097
H 3.34359 -4.22094 -5.79104
H 4.72280 -3.64413 -4.81950
H 4.11910 -5.19992 -4.56942
H 0.81490 -3.91968 -1.69873
H -0.38699 -4.13766 -2.91896
H 0.20892 -1.76019 -3.83857
H 1.43882 -1.58473 -2.63895
H -0.33002 -1.79033 -2.20694
C -4.05816 0.10879 2.31883
C -5.15787 1.15134 1.94008
N -6.29578 0.58778 1.22881
C -5.90519 0.07970 -0.05843
C -7.03655 -0.14818 -1.06346
C -6.94889 -0.46876 2.00026
C -7.40487 -0.11665 3.43010
H -3.64650 -0.51608 1.52626
H -4.27899 -0.63574 3.08368
H -3.18043 0.58723 2.75334
H -5.55860 1.72850 2.77339
H -4.68918 1.93335 1.34267
H -5.12873 0.69399 -0.51435
H -5.41092 -0.88770 0.03072
H -7.59894 0.75082 -1.31570
H -6.48102 -0.44830 -1.95195
H -7.77028 -0.93218 -0.87618
H -6.31560 -1.35592 1.99825
H -7.89348 -0.79233 1.56306
H -6.69389 0.49288 3.98785
H -7.60740 -1.03040 3.98880
H -8.31187 0.48558 3.48271
C 1.12580 -1.68374 2.80555
C -0.10832 -2.57397 2.99464
N -1.32599 -1.91827 3.41275
C -1.02584 -0.93065 4.48155
C -2.16645 -0.25255 5.17056
C -2.39326 -2.84190 3.77731
C -3.14277 -3.28987 2.56070
H 0.96208 -0.82625 2.15286
H 1.92274 -2.25107 2.32480
H 1.62942 -1.28636 3.68677
H -0.35070 -3.12816 2.08787
H 0.24600 -3.30083 3.72555
H -0.44995 -1.41044 5.27290
H -0.42056 -0.21511 3.92501
H -2.90384 0.11235 4.45557
H -2.57905 -0.95908 5.89076
H -1.91306 0.59034 5.81353
H -3.12912 -2.44628 4.47738
H -1.95199 -3.72328 4.24266
H -2.56088 -4.13912 2.20254
H -3.16953 -2.53555 1.77432
H -4.14501 -3.68695 2.72177
C 5.74315 -5.63156 2.62217
C 5.06813 -4.52052 1.72007
N 3.59025 -4.65025 1.66082
C 2.97575 -4.52367 3.01326
C 1.53873 -5.07721 3.03660
C 2.94509 -3.69990 0.74511
C 3.60315 -3.63431 -0.62597
H 5.53657 -6.57708 2.12074
H 5.48184 -5.69574 3.67844
H 6.81640 -5.44125 2.62569
H 5.52718 -3.54662 1.89007
H 5.51136 -4.78871 0.76105
H 3.11393 -3.51802 3.41035
H 3.52959 -5.19525 3.66928
H 0.87491 -4.47788 2.41351
H 1.18486 -4.98476 4.06341
H 1.44518 -6.08433 2.63034
H 1.89026 -3.95764 0.65019
H 2.89115 -2.72083 1.22115
H 4.48279 -2.99093 -0.64583
H 3.79808 -4.61142 -1.06796
H 2.97636 -3.03274 -1.28426
C -0.09874 1.11976 3.79835
C 0.81026 2.35238 3.86075
N 1.58534 2.46950 5.11416
C 2.52506 3.58850 5.04716
C 3.72936 3.37990 4.18490
C 0.75680 2.46961 6.31496
C -0.40237 3.51113 6.41321
H -0.87064 1.18858 4.56486
H 0.41577 0.17777 3.98815
H -0.53353 1.05665 2.80082
H 1.49266 2.15993 3.03287
H 0.30510 3.29682 3.65840
H 1.95167 4.46300 4.73964
H 2.86855 3.80548 6.05862
H 4.39840 4.23979 4.21769
H 4.40183 2.55765 4.42945
H 3.49353 3.24296 3.12957
H 1.38271 2.60884 7.19642
H 0.29639 1.48693 6.41724
H -0.00495 4.49584 6.65917
H -1.12855 3.31546 7.20218
H -0.98896 3.62735 5.50189
C -3.57733 6.65593 1.71849
C -2.38499 6.33929 0.71162
N -2.40414 4.92400 0.27366
C -1.14709 4.66516 -0.49794
C -1.07086 3.14186 -0.66134
C -3.62244 4.53270 -0.45417
C -3.90324 5.25771 -1.79797
H -3.33153 7.59455 2.21514
H -3.72325 5.82322 2.40654
H -4.39589 6.87314 1.03229
H -2.44377 6.92396 -0.20643
H -1.40826 6.62427 1.10261
H -1.07869 5.10941 -1.49094
H -0.32178 5.03273 0.11185
H -0.11007 2.75001 -0.99515
H -1.02395 2.62452 0.29692
H -1.85302 2.62695 -1.21918
H -4.40343 4.67415 0.29292
H -3.61783 3.45859 -0.63954
H -4.80070 4.85151 -2.26451
H -3.09003 5.04021 -2.49041
H -4.16993 6.31310 -1.74214
C 1.18929 -2.25467 0.16009
C -0.23718 -1.60926 -0.02897
N -0.17301 -0.21006 -0.38487
C 0.10588 -0.03847 -1.78636
C 0.53670 1.39463 -2.11820
C -1.47398 0.31341 -0.04865
C -1.66168 0.50596 1.51337
H 1.90656 -1.59743 0.65167
H 1.58340 -2.42512 -0.84177
H 1.14044 -3.19330 0.71206
H -0.84146 -2.16494 -0.74601
H -0.71204 -1.78942 0.93547
H 0.99476 -0.63537 -1.99060
H -0.72820 -0.38035 -2.39917
H 0.56525 1.47175 -3.20509
H -0.11643 2.19464 -1.76960
H 1.57315 1.59842 -1.84925
H -2.29231 -0.33780 -0.35582
H -1.55779 1.32827 -0.43744
H -1.55962 -0.38830 2.12816
H -2.65516 0.93343 1.64891
H -0.94538 1.22085 1.91826
C 1.46693 2.51421 -3.27407
C 1.07372 1.61749 -4.50671
N 2.26316 0.93806 -5.15750
C 3.27300 1.87370 -5.68880
C 2.81088 2.59199 -6.97503
C 1.92626 -0.24650 -6.00760
C 3.11927 -0.84909 -6.78477
H 2.24098 1.95309 -2.75054
H 0.59955 2.83533 -2.69733
H 1.93122 3.42240 -3.65844
H 0.44410 0.82901 -4.09444
H 0.45566 2.11558 -5.25371
H 4.19868 1.32207 -5.85288
H 3.52590 2.62224 -4.93791
H 1.87726 3.11925 -6.77897
H 2.68852 1.91368 -7.81944
H 3.61226 3.29465 -7.20342
H 1.42931 -0.99170 -5.38645
H 1.12134 -0.09666 -6.72715
H 3.66621 -0.30533 -7.55501
H 3.90774 -1.21661 -6.12800
H 2.79547 -1.73286 -7.33449
C -1.41857 3.82373 -3.89014
Cl -3.15062 4.10497 -4.38935
Cl -1.14522 2.29604 -2.98842
Cl -0.37160 3.81999 -5.37732
Cl -0.84552 5.24101 -2.99207
N -2.61849 3.27073 1.69646
C -1.66253 2.77209 2.53797
C -2.32104 2.13391 3.58236
C -3.70198 2.38467 3.35892
C -3.87847 3.11205 2.20369
H -2.45265 3.82055 0.86562
H -0.64133 2.86824 2.19987
H -1.81248 1.66989 4.41450
H -4.51950 2.24499 4.05069
H -4.70540 3.66674 1.78549
N -4.23007 1.99880 -3.32116
C -4.19388 2.48253 -2.06624
C -3.97893 1.45047 -1.13530
C -3.85118 0.31139 -1.87379
C -4.04732 0.69024 -3.21360
H -4.31790 2.54834 -4.16401
H -4.23625 3.55848 -1.98298
H -3.90926 1.66609 -0.07934
H -3.67685 -0.68229 -1.48829
H -3.93654 0.06957 -4.09046
N 3.00444 2.83694 -1.50719
C 4.09283 2.27165 -2.10705
C 4.50735 3.16361 -3.04831
C 3.75577 4.31338 -2.90724
C 2.83154 4.07404 -1.99047
H 2.51442 2.45537 -0.71070
H 4.45453 1.29680 -1.81509
H 5.29854 3.01041 -3.76730
H 3.84632 5.23164 -3.46852
H 2.10542 4.72567 -1.52731
N 1.57041 0.65170 0.57698
C 1.72744 1.17040 1.85945
C 3.02864 1.45829 2.02727
C 3.73923 1.11021 0.86355
C 2.82971 0.49695 0.02073
H 0.66469 0.40818 0.20217
H 0.80345 1.43341 2.35286
H 3.45268 1.94033 2.89573
H 4.80893 1.22279 0.76624
H 2.96634 0.00026 -0.92850
N -0.82767 -6.16889 1.45526
C 0.36338 -6.72235 0.98385
C 0.88144 -5.75766 0.12295
C 0.04797 -4.63354 0.10460
C -1.03784 -4.90690 0.88734
H -1.35569 -6.59110 2.20561
H 0.70774 -7.69040 1.31655
H 1.78678 -5.78056 -0.46548
H 0.24965 -3.75049 -0.48354
H -1.95978 -4.39216 1.11421
N 3.45992 -0.05196 -3.69146
C 2.94037 -0.19332 -2.41928
C 3.81559 -1.08456 -1.72849
C 4.72674 -1.63943 -2.68544
C 4.45891 -0.98949 -3.85580
H 3.10111 0.55563 -4.41408
H 2.11479 0.39547 -2.04761
H 3.60514 -1.46694 -0.74062
H 5.42741 -2.45307 -2.56948
H 4.90537 -1.15773 -4.82470
*
```

Results
E_LUMO: -0.54 eV
gap between HOMO and LUMO: 6.44 eV



No. 2
This record from the Open Molecules 2025 dataset describes a 8-piece molecular cluster, C6H30N2O7 overall. The level of theory is ωB97M-V/def2-TZVPD.

```
! wB97M-V def2-TZVPD RIJCOSX def2/J DEFGRID3
* xyz 0 1
C 2.31043 -2.46922 0.68141
C 1.24092 -3.15124 -0.22795
C 0.07348 -2.04307 -0.23266
N 0.33050 -0.63867 0.15101
C -0.43000 0.39173 -0.53567
C 0.37958 1.45995 -1.30310
N 0.11488 2.87271 -0.95822
C 0.98215 3.41108 0.10404
H 3.14100 -3.16424 0.60031
H 2.68941 -1.48357 0.38006
H 1.97430 -2.35983 1.72676
H 0.86240 -4.03010 0.27168
H 1.66698 -3.31006 -1.21289
H -0.60164 -2.41067 0.57061
H -0.17642 -2.04085 -1.27527
H 1.29886 -0.34978 0.16934
H -0.80715 1.05443 0.33115
H -1.27328 -0.13242 -1.00416
H 0.31824 1.26967 -2.38020
H 1.44762 1.32097 -1.11928
H 0.08724 3.32728 -1.85650
H 1.57120 2.60132 0.57252
H 0.20804 3.75114 0.81024
H 1.57751 4.31053 0.04886
O 1.23273 1.13789 3.19743
H 1.97935 0.52003 3.25756
H 0.48357 0.61860 2.89113
O -2.42824 -3.71123 1.45047
H -2.99407 -2.93455 1.33989
H -1.64283 -3.50876 1.96756
O 4.29996 1.96042 0.40616
H 4.54921 1.30065 -0.25020
H 3.32692 2.02184 0.29916
O -4.37170 0.86087 -1.55635
H -3.95573 1.44590 -2.19957
H -4.09731 1.31814 -0.74721
O -2.84240 2.46944 0.47947
H -2.02890 2.60351 -0.04228
H -2.88586 3.27143 1.01520
O 0.57449 -2.40437 -3.26511
H -0.17569 -2.88358 -2.89610
H 0.16150 -1.62709 -3.66232
O -3.00148 -0.53551 1.35186
H -3.04692 0.32448 0.91053
H -2.12283 -0.43519 1.74066
*
```

Results
E_LUMO: 0.18 eV
relative energy (zero: lowest compared OMol25 entry of this formula, charge and spin): 4.155 eV
structure (SMILES): CCCNCCNC.O.O.O.O.O.O.O
gap between HOMO and LUMO: 8.91 eV



Respective max |F| values: 10.53 4.41 eV/A.